(1)
This record from OMol25 describes C2H19O8 as an isolated structure at a distorted geometry. The level of theory is ωB97M-V with the def2-TZVPD basis set.

electronic energy	-18763.221	eV
maximum force	0.141	Eh/bohr
orbital gap	9.21	eV
M	171.17	g/mol
total charge	-1

Element x y z (Å)
C (1.39, 0.86, 0.49)
O (0.48, 0.30, -0.41)
C (0.74, 1.87, 1.42)
H (2.01, 1.42, -0.27)
H (1.86, 0.02, 1.10)
H (1.44, 2.49, 1.85)
H (0.18, 1.26, 2.16)
H (0.09, 2.54, 0.84)
H (-1.64, 0.45, -1.83)
H (-0.54, 1.11, -2.67)
O (-1.34, 0.57, -2.71)
H (-0.53, 0.08, 0.11)
H (-1.87, -1.16, 0.52)
O (-1.64, -0.27, 0.60)
H (0.19, -1.14, -2.59)
H (0.68, -2.41, -2.16)
O (0.72, -1.78, -2.97)
H (-3.66, 1.63, 1.13)
H (-2.73, 0.50, 1.51)
O (-3.49, 0.97, 1.88)
H (3.58, -0.75, -2.11)
H (2.40, 0.26, -2.11)
O (3.41, 0.28, -2.12)
H (-0.66, -0.46, 3.66)
H (-0.59, -1.09, 2.27)
O (-0.49, -1.28, 3.15)
H (-0.69, -2.50, -0.24)
H (0.41, -1.45, -0.18)
O (0.26, -2.31, -0.30)

(2)
This record from OMol25 describes C2H20HfO9 as an isolated structure at a distorted geometry. The level of theory is ωB97M-V with the def2-TZVPD basis set.

electronic energy	-22119.057	eV
maximum force	0.115	Eh/bohr
orbital gap	8.76	eV
M	366.66	g/mol
total charge	+2

Element x y z (Å)
Hf (-0.83, 0.91, -0.85)
C (0.52, -0.22, 1.72)
O (0.50, 0.43, 0.52)
H (-0.37, 0.07, 2.29)
H (1.43, -0.07, 2.25)
H (0.43, -1.23, 1.60)
C (-1.35, 4.08, -0.25)
O (-0.83, 2.87, -0.59)
H (-1.44, 4.61, -1.17)
H (-0.74, 4.68, 0.47)
H (-2.39, 3.95, 0.18)
O (3.06, -0.96, -0.01)
H (2.50, -0.64, 0.72)
H (3.73, -0.36, -0.32)
O (1.26, -2.72, -1.29)
H (1.75, -2.02, -0.86)
H (1.31, -3.32, -0.53)
O (-2.21, 1.07, 0.80)
H (-2.69, 1.87, 0.99)
H (-2.85, 0.37, 1.12)
O (1.31, 1.82, -1.57)
H (1.58, 2.77, -1.79)
H (2.11, 1.40, -1.91)
O (0.07, -0.38, -2.30)
H (-0.42, -1.14, -2.70)
H (1.00, -0.62, -2.51)
O (-1.61, -1.27, -0.32)
H (-1.25, -1.95, 0.22)
H (-2.43, -1.70, -0.61)
O (-0.08, -3.94, 2.33)
H (-0.91, -3.51, 2.21)
H (-0.16, -4.84, 2.13)

(3)
This record from OMol25 describes C2H23HgO10V as an isolated structure at a distorted geometry. The level of theory is ωB97M-V with the def2-TZVPD basis set.

electronic energy	-52748.805	eV
maximum force	0.050	Eh/bohr
orbital gap (spin up / spin down)	2.91 / 2.93	eV
multiplicity	4
M	458.73	g/mol
total charge	+3

Element x y z (Å)
Hg (-1.61, 1.43, -3.72)
V (-1.12, 4.04, -1.31)
C (-0.12, -0.36, -0.15)
C (0.30, 0.66, -1.25)
O (-0.56, 1.71, -1.60)
H (-0.96, -0.96, -0.48)
H (-0.49, 0.21, 0.71)
H (0.74, -0.99, 0.07)
H (0.67, 0.14, -2.14)
H (1.21, 1.12, -0.87)
O (-2.22, 1.27, 2.71)
H (-1.84, 0.44, 3.01)
H (-3.14, 1.07, 2.55)
O (0.85, -2.47, -3.12)
H (0.57, -2.42, -2.21)
H (0.32, -1.82, -3.58)
O (4.21, 0.34, -1.21)
H (3.54, 0.53, -0.56)
H (4.70, 1.16, -1.30)
O (1.03, 2.62, 2.33)
H (0.57, 2.69, 3.17)
H (1.30, 1.70, 2.28)
O (1.79, -3.20, 0.02)
H (2.23, -3.43, -0.80)
H (2.46, -2.74, 0.53)
O (-0.77, -3.32, 1.17)
H (0.13, -3.08, 0.96)
H (-0.72, -3.74, 2.03)
O (1.77, -0.20, 2.88)
H (0.85, -0.31, 3.13)
H (1.99, -1.00, 2.41)
O (-3.27, -0.01, -2.85)
H (-3.98, 0.29, -2.28)
H (-3.07, -0.89, -2.52)
O (-2.45, 3.23, 0.29)
H (-2.88, 3.78, 0.94)
H (-2.03, 2.54, 0.80)